--- one ---
The following is a DFT calculation (wB97M-V/def2-TZVPD) of a cluster of 2 separate species, C5H14 in total.

Summary:
Highest occupied orbital energy: -10.343 eV
Multiplicity: 1

Positions of all 19 atoms, in Å:
C: 0.163 0.531 -2.486
C: 0.394 -1.012 -2.363
H: -0.222 0.765 -3.450
H: -0.227 0.891 -1.508
H: 1.023 1.002 -2.870
H: 1.308 -1.147 -1.956
H: 0.276 -1.432 -3.335
H: -0.353 -1.256 -1.613
C: -0.435 0.478 2.198
C: -0.992 -0.833 1.688
C: 0.864 0.718 1.662
H: -1.127 1.367 1.964
H: -0.715 0.574 3.259
H: -1.828 -0.454 0.957
H: 1.714 0.708 2.181
H: 1.164 0.218 0.784
H: -1.429 -1.516 2.480
H: -0.365 -1.396 1.135
H: 0.788 1.795 1.274

Atomic partial charges in e from the natural (NBO) method, atoms 1 to 8: -0.6385, -0.6020, 0.2181, 0.2147, 0.2047, 0.1953, 0.2049, 0.2025

---

--- two ---
The following is a DFT calculation (wB97M-V/def2-TZVPD) of a cluster of 2 separate species, C5H14 in total.

Summary:
Highest occupied orbital energy: -11.329 eV
Multiplicity: 1

Positions of all 19 atoms, in Å:
C: -1.468 -0.389 -1.105
C: -1.796 0.968 -0.518
C: -0.105 -0.457 -1.828
H: -1.501 -1.208 -0.384
H: -2.247 -0.684 -1.801
H: -2.133 1.650 -1.293
H: -0.930 1.423 -0.021
H: 0.676 -0.846 -1.174
H: -0.225 -0.921 -2.807
H: -2.548 0.906 0.267
H: 0.272 0.553 -2.012
C: 2.039 0.400 1.426
C: 0.940 -0.619 1.742
H: 2.061 1.166 2.206
H: 3.009 -0.123 1.394
H: 1.947 0.748 0.400
H: 0.720 -1.250 0.885
H: 0.025 -0.100 2.033
H: 1.265 -1.219 2.591

Atomic partial charges in e from the natural (NBO) method, atoms 1 to 8: -0.4049, -0.6079, -0.6145, 0.1972, 0.1962, 0.2056, 0.2003, 0.2051

---

--- three ---
The following is a DFT calculation (wB97M-V/def2-TZVPD) of a cluster of 2 separate species, C5H14 in total.

Summary:
Highest occupied orbital energy: -11.329 eV
Multiplicity: 1

Positions of all 19 atoms, in Å:
C: -0.524 1.162 -1.016
C: -0.214 2.306 -1.946
C: -1.504 0.085 -1.549
H: -0.909 1.531 -0.064
H: 0.398 0.668 -0.742
H: 0.274 3.102 -1.361
H: 0.528 2.118 -2.726
H: -1.557 0.275 -2.640
H: -2.537 0.272 -1.296
H: -1.093 2.809 -2.330
H: -1.075 -0.909 -1.477
C: 0.841 -1.038 2.379
C: 1.327 -2.456 2.036
H: 0.320 -1.093 3.328
H: 1.572 -0.218 2.474
H: 0.356 -0.487 1.562
H: 1.582 -2.486 0.970
H: 2.280 -2.624 2.523
H: 0.436 -3.068 2.143

Atomic partial charges in e from the natural (NBO) method, atoms 1 to 8: -0.4028, -0.6124, -0.6222, 0.1961, 0.1950, 0.2066, 0.2078, 0.1994

---

--- four ---
The following is a DFT calculation (wB97M-V/def2-TZVPD) of a cluster of 2 separate species, C5H14 in total.

Summary:
Highest occupied orbital energy: -10.903 eV
Multiplicity: 1

Positions of all 19 atoms, in Å:
C: 0.787 3.139 0.120
C: 0.986 2.033 1.129
H: 1.776 3.444 -0.253
H: 0.257 2.744 -0.750
H: 0.181 4.019 0.415
H: 0.122 1.947 1.779
H: 1.850 1.992 1.801
H: 1.070 1.102 0.567
C: -1.050 -2.085 -0.606
C: -0.836 -1.837 0.878
C: 0.037 -1.400 -1.525
H: -1.207 -3.103 -0.872
H: -2.038 -1.658 -1.016
H: -0.064 -2.563 1.092
H: -0.356 -1.015 -2.482
H: -1.792 -2.098 1.328
H: -0.758 -0.748 1.041
H: 0.636 -0.686 -0.896
H: 0.751 -2.185 -1.831

Atomic partial charges in e from the natural (NBO) method, atoms 1 to 8: -0.6135, -0.6148, 0.2054, 0.2050, 0.2070, 0.2021, 0.2088, 0.2007

---

Name the least stable of them. one.